A structure of composition C42H25Cl4MoN9O3SeSi, computed with ωB97M-V with the def2-TZVPD basis set.

Last column: Mulliken charge in e.
Geometry (Å):
Mo -0.037 0.173 0.174  -2.973
C 4.666 2.676 -3.350  -0.664
C 5.409 1.606 -2.839  -0.614
C 4.955 0.864 -1.760  -0.262
C 3.732 1.220 -1.212  0.479
C 2.954 0.662 -0.109  0.374
N 3.401 -0.199 0.723  -0.455
C 2.613 -0.603 1.758  -0.756
C 3.103 -1.354 2.849  0.826
C 4.396 -1.740 3.246  -0.422
C 4.528 -2.499 4.380  -0.601
C 3.392 -2.885 5.142  -0.601
C 2.126 -2.513 4.769  -0.396
C 1.974 -1.735 3.607  0.891
C 0.849 -1.207 2.939  -1.274
N -0.422 -1.529 3.283  -0.495
C -1.419 -0.964 2.716  0.193
N -1.367 0.063 1.765  0.365
C -2.632 0.601 1.668  0.699
N -2.991 1.716 1.112  -0.542
C -2.106 2.499 0.491  -0.700
N -0.833 2.161 0.103  1.128
C -0.283 3.262 -0.499  -0.738
N 0.897 3.302 -1.126  -0.583
C 1.758 2.354 -0.948  0.585
N 1.720 1.322 -0.032  -0.200
C 3.000 2.284 -1.716  0.345
C 3.450 3.034 -2.791  -0.296
C -1.214 4.351 -0.470  0.453
C -1.143 5.659 -0.942  -0.132
C -2.255 6.457 -0.775  -0.661
C -3.417 5.971 -0.148  -0.630
C -3.489 4.676 0.321  -0.244
C -2.370 3.866 0.149  0.549
C -3.565 -0.224 2.432  0.166
C -4.942 -0.150 2.580  -0.504
C -5.546 -1.093 3.396  -0.611
C -4.790 -2.067 4.058  -0.555
C -3.412 -2.126 3.916  -0.239
C -2.813 -1.193 3.083  0.445
N 1.253 -0.495 1.836  0.220
H 5.045 3.222 -4.205  0.397
H 6.350 1.345 -3.309  0.388
H 5.515 0.026 -1.366  0.501
H 5.256 -1.448 2.656  0.478
H 5.511 -2.816 4.707  0.380
H 3.537 -3.487 6.031  0.381
H 1.257 -2.810 5.342  0.494
H 2.849 3.844 -3.183  0.552
H -0.257 6.012 -1.452  0.501
H -2.248 7.472 -1.153  0.365
H -4.276 6.624 -0.057  0.374
H -4.387 4.284 0.779  0.514
H -5.508 0.609 2.058  0.546
H -6.622 -1.083 3.523  0.387
H -5.295 -2.791 4.686  0.386
H -2.818 -2.875 4.422  0.537
Cl -3.655 -2.673 -4.842  -0.255
C -2.452 -1.778 -3.982  0.584
C -1.264 -1.419 -4.615  0.536
Cl -0.993 -1.852 -6.267  -0.258
C -0.279 -0.723 -3.916  0.436
Cl 1.213 -0.258 -4.644  -0.231
C -0.499 -0.390 -2.589  -0.732
O 0.373 0.215 -1.807  0.763
C -1.709 -0.713 -1.961  -0.960
O -1.786 -0.330 -0.705  0.025
C -2.673 -1.433 -2.650  0.111
Cl -4.117 -1.868 -1.818  -0.260
Se -2.376 2.419 -3.222  -0.135
C -3.323 3.703 -4.104  0.200
N -3.927 4.523 -4.666  -0.780
C 2.311 -2.798 -1.787  -0.887
Si 0.843 -3.123 -0.664  0.419
C -0.498 -4.037 -1.610  -1.118
C 1.408 -4.156 0.803  -1.158
O 0.270 -1.720 -0.089  0.216
H 2.754 -3.733 -2.142  0.545
H 3.077 -2.239 -1.242  0.146
H 2.019 -2.206 -2.658  0.142
H -0.231 -5.087 -1.763  0.457
H -0.659 -3.580 -2.589  0.213
H -1.445 -3.998 -1.067  0.260
H 1.743 -5.150 0.496  0.474
H 0.597 -4.271 1.526  0.274
H 2.234 -3.658 1.318  0.220

Force components x, y, z for each atom (eV/Å):
Mo 0.0573 -0.4120 0.1814
C 0.0073 0.0187 -0.0182
C 0.0182 -0.0071 -0.0093
C -0.0127 0.0137 0.0377
C 0.0103 0.0880 -0.1313
C 0.0173 -0.0756 0.2399
N 0.0826 0.1216 -0.1276
C -0.0741 -0.2329 0.0278
C -0.1112 0.0749 -0.0033
C 0.0495 -0.0475 -0.0036
C 0.0178 0.0223 -0.0358
C -0.0328 -0.0041 0.0148
C -0.0107 -0.0506 0.0280
C 0.0454 0.0822 -0.0391
C 0.0601 -0.1263 -0.1165
N -0.1602 0.0070 0.0283
C 0.1693 0.0106 0.0210
N -0.0002 0.0840 0.1044
C -0.0340 0.0580 -0.0917
N 0.0187 -0.0788 0.0716
C -0.0165 -0.0115 -0.1074
N 0.0472 0.1017 0.1373
C -0.1460 -0.1078 -0.1207
N 0.1199 -0.0255 0.0157
C -0.1163 0.1158 0.0087
N -0.0320 0.0381 -0.1839
C 0.1107 -0.0862 -0.0176
C -0.0140 -0.0117 0.0410
C -0.0167 -0.0180 0.1054
C -0.0263 0.0082 -0.0500
C 0.0380 0.0195 -0.0189
C -0.0351 -0.0320 0.0242
C -0.0261 0.0175 -0.0417
C 0.0951 0.0304 0.0316
C 0.0180 -0.0966 0.0586
C 0.0114 -0.0143 0.0082
C -0.0174 0.0225 -0.0063
C 0.0012 -0.0176 0.0118
C 0.0074 0.0113 -0.0015
C -0.1326 0.0343 -0.0230
N 0.1100 0.2941 0.1558
H -0.0015 -0.0001 0.0008
H 0.0004 0.0032 0.0016
H -0.0038 -0.0025 0.0057
H 0.0042 0.0032 0.0060
H 0.0047 0.0018 -0.0049
H -0.0061 -0.0036 0.0010
H -0.0010 0.0037 0.0033
H -0.0006 0.0036 -0.0018
H 0.0028 0.0033 0.0040
H 0.0005 -0.0026 -0.0058
H -0.0032 -0.0017 -0.0026
H 0.0002 0.0025 0.0089
H -0.0018 0.0046 0.0006
H -0.0006 0.0005 0.0005
H -0.0016 0.0030 0.0017
H 0.0059 0.0014 -0.0015
Cl -0.0336 -0.0213 -0.0156
C 0.0315 0.0264 -0.0038
C -0.0219 0.0018 0.0279
Cl 0.0081 -0.0097 -0.0397
C -0.0526 0.0213 0.0581
Cl 0.0256 0.0123 -0.0148
C -0.0401 -0.0494 -0.0390
O 0.0368 0.1167 0.0257
C 0.1541 -0.1672 -0.1399
O 0.0461 0.1156 0.0117
C -0.0258 0.1339 0.0337
Cl -0.0410 -0.0162 0.0292
Se -0.0271 -0.0960 -0.1118
C -0.0355 0.1053 0.0072
N 0.0051 0.0029 -0.0008
C -0.0664 -0.0440 0.0516
Si 0.1573 -0.1155 -0.0723
C 0.0710 0.0479 0.0352
C -0.0422 0.0696 -0.0357
O -0.2430 0.0522 -0.0284
H 0.0005 -0.0032 -0.0050
H 0.0061 -0.0020 0.0040
H -0.0036 0.0043 0.0104
H 0.0059 -0.0028 -0.0038
H -0.0078 0.0044 0.0005
H 0.0000 -0.0106 0.0141
H 0.0034 -0.0045 -0.0132
H -0.0123 -0.0136 -0.0070
H 0.0053 0.0026 -0.0020

Computed properties:
- charge = -2
- E (eV) = -188692.42236
- HOMO energy (spin up / spin down) (eV) = -1.5 / -1.8
- E_LUMO (spin up / spin down) (eV) = 3.040 / 2.941
- 2S+1 = 3
- orbital gap (spin up / spin down) (eV) = 4.4964 / 4.6951